{"formula": "C14H20F6NO11S2Zn", "method": "ωB97M-V/def2-TZVPD", "symbols": ["Zn", "S", "S", "F", "F", "F", "F", "F", "F", "O", "O", "O", "O", "O", "O", "O", "O", "O", "O", "O", "N", "C", "C", "C", "C", "C", "C", "C", "C", "C", "C", "C", "C", "C", "C", "H", "H", "H", "H", "H", "H", "H", "H", "H", "H", "H", "H", "H", "H", "H", "H", "H", "H", "H", "H"], "coordinates": [[-0.27990, -0.45294, -0.03069], [-4.30620, 0.64301, 2.50940], [-4.55502, -1.92872, 1.72627], [-5.79713, -0.31182, -0.11010], [-2.51581, 0.59099, 4.46965], [-3.93763, -0.91650, 4.71482], [-6.85703, -2.19239, 0.38577], [-4.53024, 1.21710, 5.08321], [-4.92479, -2.12958, -0.91834], [-0.44738, 2.26708, -3.53302], [0.01084, -3.47874, -2.60985], [1.45720, 3.12407, 1.73459], [-5.41221, -2.09024, 2.87553], [-3.81060, -3.13180, 1.45122], [1.85180, -2.08190, 2.99048], [-5.76042, 0.57862, 2.60923], [-3.77418, 1.96313, 2.10943], [0.92601, 4.94689, -7.06563], [3.28678, 3.93140, -7.07875], [2.18453, 1.16767, -3.41408], [-3.53217, -0.50807, 1.69971], [1.41862, -5.04308, -3.85726], [1.07003, 3.95961, -6.34076], [0.46853, 2.61225, -4.40514], [2.69822, -1.98539, 5.33873], [0.46665, -4.84344, -2.66376], [-5.64312, -1.62567, 0.14088], [1.84965, -2.68504, 4.22509], [2.84049, 2.48019, -5.16489], [1.88030, 2.06027, -4.30358], [3.40202, 4.63742, 1.83149], [2.51747, 3.41599, -6.25148], [2.45278, 3.67950, 2.64344], [-3.81689, 0.37209, 4.30125], [0.09719, 3.46708, -5.34038], [2.93197, 2.86427, 3.18555], [0.79055, -2.89478, 4.37479], [0.78019, -5.31480, -4.69790], [3.88765, 2.22979, -5.08023], [2.76762, -2.10854, 2.70384], [-0.39791, -5.48835, -2.82098], [0.72466, 3.74452, 1.74030], [-0.92292, 3.81722, -5.39682], [2.09687, -1.16869, 5.73808], [1.91725, 4.28706, 3.37295], [3.93544, 5.31744, 2.49566], [1.01551, -5.15650, -1.77559], [3.57434, -1.58170, 4.83125], [-0.33401, -3.32927, -3.49321], [2.25904, -3.69361, 4.16780], [2.96913, -2.61526, 6.18606], [4.25532, 4.22825, 1.29061], [2.71155, 5.16079, 1.17011], [2.09168, -5.86802, -3.62367], [1.96759, -4.13910, -4.12100]], "nbo_charge": [0.251, 2.164, 2.126, -0.310, -0.327, -0.322, -0.314, -0.322, -0.324, -0.425, -0.704, -0.721, -0.910, -0.932, -0.690, -0.940, -0.935, -0.461, -0.477, -0.457, -1.127, -0.642, 0.378, 0.287, -0.642, -0.062, 0.758, -0.060, -0.152, 0.309, -0.638, 0.370, -0.063, 0.717, -0.117, 0.178, 0.190, 0.194, 0.243, 0.453, 0.157, 0.467, 0.248, 0.213, 0.159, 0.198, 0.176, 0.197, 0.456, 0.131, 0.208, 0.209, 0.211, 0.207, 0.218], "mol_weight_g_mol": 621.82, "lumo_ev": -3.07, "homo_ev": -5.49, "e_tot_ev": -125240.00553, "charge": -1}

***

{"formula": "C57H52N5NaO2P2Se", "method": "ωB97M-V/def2-TZVPD", "symbols": ["Se", "P", "P", "Na", "O", "O", "N", "N", "N", "N", "N", "C", "C", "C", "C", "C", "C", "C", "C", "C", "C", "C", "C", "C", "C", "C", "C", "C", "C", "C", "C", "C", "C", "C", "C", "C", "C", "C", "C", "C", "C", "C", "C", "C", "C", "C", "C", "C", "C", "C", "C", "C", "C", "C", "C", "C", "C", "C", "C", "C", "C", "C", "C", "C", "C", "C", "C", "C", "H", "H", "H", "H", "H", "H", "H", "H", "H", "H", "H", "H", "H", "H", "H", "H", "H", "H", "H", "H", "H", "H", "H", "H", "H", "H", "H", "H", "H", "H", "H", "H", "H", "H", "H", "H", "H", "H", "H", "H", "H", "H", "H", "H", "H", "H", "H", "H", "H", "H", "H", "H"], "coordinates": [[-3.98852, -1.27193, -0.36332], [-2.03449, 1.95813, -1.71824], [1.48714, 1.79423, -2.21487], [-0.60426, -0.42003, -0.55411], [8.49654, -2.98931, 2.56260], [0.49227, -1.87596, 0.43002], [4.38569, -5.13008, -1.82625], [1.10853, -1.58706, -2.18636], [5.52953, -5.44881, -1.46698], [-3.29739, -3.00486, -2.55167], [-1.86950, -3.10797, -0.91284], [0.19998, 0.75991, 2.79200], [2.81493, -3.30572, -1.99957], [3.57859, -4.16091, -1.15264], [0.33406, 2.14085, 2.69629], [-1.04137, 0.19092, 2.49140], [-1.72906, 0.11677, -3.82162], [7.31188, -4.95928, 1.75801], [-2.31650, -3.91969, -2.93035], [3.02850, -3.21800, -3.39263], [3.31358, -4.16304, 0.19539], [7.40089, -2.90872, 0.50290], [-1.04951, -5.49401, -4.15061], [8.82112, -3.69008, 3.74720], [6.19018, -4.78590, -0.36842], [-4.95021, 4.84404, -2.20962], [2.55220, 4.21536, -5.32985], [-1.41022, -3.99759, -1.87928], [-0.73588, 2.94020, 2.30325], [1.35617, -1.51531, -3.47222], [3.14995, 5.30668, -4.72116], [-5.97994, 4.11775, -2.78518], [2.95918, 1.24392, -1.28238], [7.73609, -3.64200, 1.63803], [-5.81108, 2.75942, -3.02633], [1.34707, -0.11897, 3.20760], [-3.56935, 2.86290, -2.13321], [-1.33048, 0.67117, -6.12563], [-3.02396, -2.50627, -1.32247], [-1.56066, -0.27940, -5.14575], [1.81689, -2.47759, -1.44276], [2.05574, 3.17385, -4.55277], [-0.79106, 3.28423, -1.39858], [2.30115, -3.37410, 0.75703], [2.76885, 4.31252, -2.56560], [0.54032, 2.70014, -0.90412], [-2.10649, 0.98450, 2.09287], [3.26142, 5.35319, -3.33521], [5.18245, 0.11527, -0.01070], [2.85663, 0.73190, 0.01061], [6.62636, -3.47183, -0.49195], [-4.61834, 2.13705, -2.69988], [-3.75250, 4.21929, -1.88021], [6.55675, -5.52974, 0.73775], [-1.44904, 2.40419, -4.46276], [2.15184, 3.21337, -3.16528], [-1.27470, 2.01870, -5.77961], [3.95961, 0.17211, 0.63954], [-2.16128, -4.66598, -4.08758], [-1.66996, 1.45524, -3.46128], [5.29492, 0.61337, -1.30127], [2.29793, -2.32820, -4.12684], [-0.31064, -4.83775, -1.93042], [1.48799, -2.55099, -0.02424], [4.19150, 1.16881, -1.93273], [-1.95717, 2.36470, 1.98996], [-4.41795, -2.61973, -3.38286], [-0.14332, -5.57806, -3.09048], [-0.64672, 3.95705, -2.24650], [0.80488, -0.76799, -4.03018], [-0.60688, 4.01445, 2.23916], [9.44076, -4.56600, 3.53629], [1.28993, 2.59678, 2.93045], [1.56784, -0.84058, 2.41697], [0.71302, -6.23493, -3.17361], [-2.87000, -4.60296, -4.90300], [2.47178, 4.17029, -6.40890], [1.09590, -0.68710, 4.10536], [6.24341, 0.56949, -1.82329], [-4.49732, 1.07466, -2.88042], [2.09571, -3.43529, 1.81892], [2.88614, 4.34345, -1.48841], [-0.88470, -6.09252, -5.03685], [-5.00604, -1.88907, -2.83411], [7.92156, -4.00658, 4.28205], [-2.79334, 2.97981, 1.67891], [3.53700, 6.11941, -5.32291], [3.76985, -3.85568, -3.85694], [1.91198, 0.73997, 0.54220], [3.85796, -0.23322, 1.63818], [-1.10080, 2.76912, -6.54133], [2.24002, 0.47017, 3.41923], [0.39232, -4.90322, -1.11208], [3.86532, -4.82919, 0.84644], [-3.05781, 0.52104, 1.86815], [1.15462, 3.49438, -0.47341], [1.58515, 2.32057, -5.02689], [6.36274, -2.89671, -1.37141], [-4.05382, -2.17867, -4.31191], [-1.59164, -1.33210, -5.40033], [2.44205, -2.22832, -5.19494], [-1.42472, 3.45865, -4.21349], [7.57348, -5.55651, 2.61956], [7.76799, -1.89447, 0.41777], [9.38194, -2.99586, 4.36667], [6.03464, -0.32617, 0.48674], [-5.03188, -3.49186, -3.60670], [-1.16425, -0.88310, 2.57722], [6.24681, -6.56504, 0.80746], [-2.96258, 4.80971, -1.43322], [-1.19405, 0.36900, -7.15658], [-5.07241, 5.90224, -2.01475], [3.74000, 6.19861, -2.85719], [4.29274, 1.55061, -2.94247], [-1.44543, -2.94594, -0.00532], [-1.90335, -0.63546, -3.05942], [0.33570, 2.01478, -0.07583], [-6.61386, 2.18204, -3.46727], [-6.91234, 4.60377, -3.04251], [-1.21015, 3.88076, -0.58310]], "lowdin_charge": [0.642, 1.072, 1.083, 0.194, -0.087, -0.177, 0.064, 0.123, 0.068, -0.079, 0.129, -0.278, -0.114, -0.243, -0.062, -0.053, -0.120, -0.019, -0.164, -0.004, -0.023, -0.008, -0.081, -0.090, -0.299, -0.086, -0.083, -0.165, -0.101, -0.153, -0.087, -0.090, -0.362, -0.285, -0.077, -0.045, -0.363, -0.079, -0.772, -0.093, -0.166, -0.107, -0.396, -0.017, -0.088, -0.406, -0.101, -0.079, -0.080, -0.086, -0.022, -0.098, -0.092, -0.039, -0.097, -0.383, -0.082, -0.066, -0.011, -0.383, -0.078, -0.043, 0.009, -0.401, -0.092, -0.105, -0.028, -0.067, 0.076, 0.074, 0.106, 0.094, 0.114, 0.055, 0.111, 0.110, 0.102, 0.088, 0.103, 0.087, 0.108, 0.105, 0.103, 0.039, 0.094, 0.104, 0.102, 0.109, 0.077, 0.098, 0.107, 0.076, 0.117, 0.109, 0.060, 0.081, 0.089, 0.118, 0.090, 0.104, 0.102, 0.107, 0.101, 0.111, 0.091, 0.086, 0.100, 0.119, 0.115, 0.091, 0.103, 0.102, 0.103, 0.103, 0.136, 0.080, 0.037, 0.104, 0.101, 0.063], "mol_weight_g_mol": 1002.97, "lumo_ev": 0.30, "homo_ev": -6.76, "e_tot_ev": -159840.96892, "charge": 0}

***

{"formula": "C28H58B2N4O12", "method": "ωB97M-V/def2-TZVPD", "symbols": ["O", "O", "O", "O", "O", "O", "O", "O", "O", "O", "O", "O", "N", "N", "N", "N", "C", "C", "C", "C", "C", "C", "C", "C", "C", "C", "C", "C", "C", "C", "C", "C", "C", "C", "C", "C", "C", "C", "C", "C", "C", "C", "C", "C", "B", "B", "H", "H", "H", "H", "H", "H", "H", "H", "H", "H", "H", "H", "H", "H", "H", "H", "H", "H", "H", "H", "H", "H", "H", "H", "H", "H", "H", "H", "H", "H", "H", "H", "H", "H", "H", "H", "H", "H", "H", "H", "H", "H", "H", "H", "H", "H", "H", "H", "H", "H", "H", "H", "H", "H", "H", "H", "H", "H"], "coordinates": [[-1.12267, 4.07958, -0.13480], [-0.59391, 3.82736, -3.53833], [-0.28594, -4.30849, 1.99126], [-5.06272, 0.11275, 2.07874], [2.40483, 1.89758, -3.54517], [0.97197, 6.58196, -2.54385], [2.26076, -0.22985, -3.10230], [-0.82819, -7.13876, 0.84838], [-7.61175, 1.55336, 3.97892], [0.38741, -4.45521, -1.02119], [-1.15720, 1.54625, -3.20780], [-8.02281, -0.76976, 1.96602], [0.53896, 0.06541, -1.18419], [1.98260, 4.42558, -2.47302], [3.73839, 0.83738, 1.40959], [2.59632, 2.88223, -0.56058], [1.10739, -3.83590, 0.02948], [-1.34695, 1.65279, 0.55053], [6.11397, 3.56845, -0.59815], [-8.40242, 0.38173, 4.09888], [6.14850, 2.05935, -0.97296], [2.03466, 0.96182, -2.84693], [0.93199, -4.60832, 1.31959], [7.82473, 0.24941, -1.47672], [0.21431, -3.58473, -2.11999], [-0.67485, -8.46900, 1.28805], [1.54902, 3.60158, -1.32007], [-7.30236, 0.18244, 1.19383], [3.29419, 0.55092, 0.05721], [1.24884, 1.29746, -1.47191], [3.60056, 3.71971, 0.07295], [4.73823, 4.18937, -0.88682], [-3.82226, -0.55946, 2.05677], [-8.31944, 2.70786, 4.37001], [-1.46101, -4.89151, 1.44217], [7.33947, 1.65247, -1.88284], [-5.86079, -0.21206, 0.95182], [1.55218, 5.57184, -2.38175], [2.43025, 1.59732, -0.60239], [0.40792, 2.58894, -1.46873], [-7.75511, -0.77237, 3.36239], [-0.73847, 1.02790, -4.48916], [-1.59975, -6.36699, 1.75339], [6.67749, -0.78865, -1.45891], [-0.68612, 2.79354, -0.33260], [-0.46647, 2.67888, -2.80891], [5.23072, 1.85574, -1.52906], [-1.80358, 0.95244, -0.15748], [6.20262, 1.47427, -0.04913], [4.62992, 1.30815, 1.43345], [-2.65216, -6.66386, 1.64274], [4.12138, 0.31697, -0.61334], [-1.64243, 4.10267, 0.67291], [-9.40523, 0.56016, 3.69273], [6.16552, -0.75304, -0.48915], [5.90975, -0.57257, -2.20936], [1.23217, 4.36211, -0.58921], [6.95111, 1.63360, -2.90685], [4.49231, 4.05417, -1.94108], [-8.20018, -1.69729, 3.73548], [-1.57540, 0.65882, -5.08189], [1.04263, -5.68232, 1.16076], [4.85287, 5.26976, -0.73975], [1.72144, -4.29531, 2.00690], [-0.08142, 0.16760, -4.31233], [4.06433, 3.27102, 0.94619], [-7.37645, 1.18104, 1.62812], [-8.65155, 2.62930, 5.41155], [-5.80452, -1.28735, 0.74545], [-1.64906, -8.95783, 1.40336], [-0.65106, 1.13398, 1.20866], [-2.19622, 2.08008, 1.10272], [-2.29011, -4.36955, 1.92555], [-5.47097, 0.34471, 0.08815], [-9.18337, 2.87079, 3.71541], [-0.09715, -9.00541, 0.53763], [2.71283, -0.37410, 0.10839], [-3.26176, -0.30498, 1.15250], [-7.64868, 3.56002, 4.27656], [-0.38542, -2.71510, -1.82523], [-3.97097, -1.64419, 2.11087], [-7.80842, 0.20719, 0.22626], [-6.68302, -0.82084, 3.56072], [-1.53407, -4.70144, 0.36992], [-1.27537, -6.55727, 2.78364], [0.01048, -0.23296, -1.98699], [8.19969, 0.31825, -0.45038], [-0.31719, -4.12488, -2.90122], [6.47353, 3.77358, 0.41443], [2.17113, -3.82601, -0.24824], [-8.48134, 0.13253, 5.16630], [8.58597, -0.12972, -2.16125], [6.81557, 4.06837, -1.27655], [-1.40589, 3.72631, -4.04937], [0.75858, -2.80441, 0.17122], [-0.12797, -8.50066, 2.23758], [1.18214, -3.25349, -2.51171], [8.14624, 2.38882, -1.85920], [3.05216, 1.33718, 1.95536], [-0.12831, 1.76404, -5.01672], [7.02946, -1.81514, -1.56295], [1.16724, -0.65214, -0.86617], [-3.24922, -0.24479, 2.92732], [3.11293, 4.63080, 0.42584]], "lowdin_charge": [0.169, 0.211, -0.131, -0.200, 0.044, 0.190, -0.001, -0.200, -0.201, -0.196, 0.031, -0.130, 0.134, 0.205, 0.041, 0.075, -0.208, 0.004, -0.191, -0.206, -0.206, -0.669, -0.179, -0.251, -0.099, -0.114, -0.189, -0.181, -0.147, -0.282, -0.089, -0.164, -0.107, -0.114, -0.181, -0.199, -0.203, -0.281, -0.033, -0.051, -0.181, -0.031, -0.206, -0.110, -0.440, -0.618, 0.099, 0.066, 0.091, 0.051, 0.127, 0.108, 0.105, 0.130, 0.056, 0.079, 0.141, 0.117, 0.114, 0.127, 0.093, 0.123, 0.110, 0.126, 0.087, 0.110, 0.122, 0.087, 0.130, 0.087, 0.072, 0.065, 0.121, 0.127, 0.088, 0.088, 0.116, 0.067, 0.087, 0.080, 0.087, 0.127, 0.122, 0.124, 0.129, 0.081, 0.104, 0.089, 0.112, 0.130, 0.127, 0.100, 0.105, 0.129, 0.117, 0.088, 0.092, 0.103, 0.082, 0.102, 0.070, 0.051, 0.092, 0.128], "mol_weight_g_mol": 664.41, "lumo_ev": -0.36, "homo_ev": -8.00, "e_tot_ev": -61858.71535, "charge": 0}